Here is C34H70F18KN3O26S6 as an isolated structure at a distorted geometry from the OMol25 dataset. Energies are from the ωB97M-V functional and the def2-TZVPD basis.

Total charge   -2
HOMO energy   -5.20 eV
LUMO level   2.98 eV
Frontier orbital gap   8.179 eV

Each line ends with the Mulliken charge.
Element x y z (Å)
1 K -2.69896 1.93720 1.35369  1.07
2 C -1.57809 -1.74097 -0.86222  0.33
3 F -1.86355 -2.43882 -1.93384  -0.24
4 F -2.60242 -1.60391 -0.03602  0.01
5 F -0.60766 -2.30162 -0.18341  -0.21
6 S -1.09902 0.03153 -1.39805  -0.01
7 O -0.20000 -0.13070 -2.49806  -0.04
8 O -2.33337 0.70013 -1.78352  -0.45
9 N -0.52607 0.76869 0.03514  0.18
10 S 0.99749 0.82382 -0.13527  0.49
11 O 1.69503 -0.38387 -0.55773  -0.42
12 O 1.41399 2.07153 -0.75315  -0.55
13 C 1.55328 1.06867 1.70387  0.09
14 F 2.78309 1.53169 1.65692  -0.01
15 F 0.70446 1.88366 2.31997  -0.19
16 F 1.51954 -0.14350 2.25760  -0.11
17 C 3.44907 5.17361 0.14867  0.59
18 F 2.25121 5.38033 -0.37295  -0.11
19 F 3.50816 5.56793 1.42526  -0.26
20 F 3.73660 3.87859 0.13103  -0.15
21 S 4.77207 6.00831 -0.92103  0.91
22 O 4.55048 5.52914 -2.27110  -0.55
23 O 4.64081 7.44620 -0.74126  -0.72
24 N 6.16872 5.58962 -0.04288  -0.45
25 S 6.95396 4.65588 -0.96610  1.03
26 O 6.36928 3.32665 -1.12493  -0.47
27 O 7.52254 5.29091 -2.12854  -0.66
28 C 8.43813 4.39723 0.21457  0.57
29 F 8.94197 5.55203 0.63824  -0.23
30 F 8.04478 3.70297 1.31084  -0.24
31 F 9.36851 3.61841 -0.36249  -0.23
32 C -2.72970 -1.44003 3.68737  0.68
33 F -2.95803 -1.50106 2.38516  -0.20
34 F -3.29782 -2.44437 4.31839  -0.22
35 F -1.42086 -1.49282 3.90736  -0.18
36 S -3.35171 0.23705 4.28099  0.83
37 O -3.79386 0.07571 5.63878  -0.62
38 O -2.21033 1.13014 4.13410  -0.58
39 N -4.46839 0.70764 3.06466  -0.29
40 S -5.86339 0.73501 3.70223  0.86
41 O -6.41860 -0.52089 4.21316  -0.66
42 O -6.09067 1.86823 4.58655  -0.69
43 C -6.97027 1.14829 2.19598  0.58
44 F -6.48027 2.23592 1.59027  -0.24
45 F -7.01292 0.08245 1.38233  -0.23
46 F -8.22648 1.45669 2.53735  -0.22
47 C -2.38675 2.30811 -7.62852  -0.74
48 O -1.73183 3.04730 -6.59693  -0.33
49 C -0.89707 2.24858 -5.78295  -0.52
50 C -0.52007 2.89368 -4.45760  0.47
51 O -0.16705 4.23712 -4.34033  -0.46
52 C 0.89323 4.47317 -3.43820  -0.58
53 H -1.69557 2.20284 -8.46267  0.27
54 H -3.24607 2.94092 -7.85640  0.26
55 H -2.84366 1.39366 -7.24266  0.30
56 H -0.00705 1.98193 -6.36793  0.32
57 H -1.41433 1.33146 -5.47637  0.31
58 H 0.22503 2.16753 -4.09905  0.06
59 H -1.31135 2.65306 -3.73449  -0.19
60 H 0.58420 3.99749 -2.50126  0.17
61 H 1.01286 5.54802 -3.32919  0.31
62 H 1.88421 4.03934 -3.60903  0.37
63 C -10.09084 -2.15792 -0.55287  -0.76
64 O -9.15875 -2.56761 -1.51409  -0.31
65 C -8.51210 -1.43239 -2.05067  -0.01
66 C -7.56388 -1.89521 -3.13876  -0.71
67 O -6.56580 -2.78432 -2.71475  -0.36
68 C -5.40154 -2.17191 -2.21832  -0.44
69 H -10.82671 -2.92569 -0.31111  0.29
70 H -10.74298 -1.30050 -0.77986  0.32
71 H -9.64546 -1.81476 0.38923  0.26
72 H -8.04179 -0.86102 -1.24182  0.07
73 H -9.18679 -0.73172 -2.56512  0.34
74 H -7.06138 -1.03648 -3.60646  0.40
75 H -8.13603 -2.36306 -3.94300  0.31
76 H -5.51641 -1.68817 -1.24112  0.29
77 H -5.04283 -1.33154 -2.82482  0.33
78 H -4.57425 -2.86535 -2.10684  0.04
79 C 0.93349 -0.04157 5.94100  -0.46
80 O 2.07169 -0.80960 6.25683  -0.46
81 C 2.52495 -1.53925 5.11928  0.40
82 C 3.55813 -2.55161 5.61721  -0.79
83 O 4.72396 -1.92527 6.11527  -0.45
84 C 5.25361 -0.88501 5.32192  -0.46
85 H 0.57368 0.55402 6.77759  0.37
86 H 0.11696 -0.62451 5.51043  0.17
87 H 1.15361 0.71803 5.17826  0.16
88 H 2.88608 -0.90380 4.31435  -0.21
89 H 1.67330 -2.17851 4.84933  0.33
90 H 3.78544 -3.19547 4.75437  0.32
91 H 3.19793 -3.17081 6.43543  0.40
92 H 4.67191 0.02772 5.50750  0.27
93 H 5.30063 -1.12708 4.26220  0.12
94 H 6.20851 -0.55149 5.72915  0.33
95 C -1.25006 4.45644 3.71390  -0.84
96 O -1.68761 4.34215 2.34679  0.32
97 C -2.08934 5.55900 1.75613  -0.79
98 C -2.32305 5.32220 0.25937  -0.23
99 O -3.35867 4.30946 0.12399  -0.30
100 C -3.56954 3.90264 -1.23851  -0.65
101 H -2.21476 4.50395 4.24048  0.35
102 H -0.70318 5.38564 3.85842  0.33
103 H -0.79982 3.54295 4.08804  0.05
104 H -1.44083 6.42690 1.88965  0.39
105 H -3.07906 5.66269 2.22821  0.33
106 H -1.46633 4.79387 -0.16762  0.10
107 H -2.62319 6.21740 -0.28370  0.40
108 H -4.20860 4.64097 -1.72859  0.35
109 H -4.03376 2.91858 -1.30010  0.22
110 H -2.66069 3.79820 -1.83895  0.18
111 C -3.05033 -10.24862 -0.42161  -0.74
112 O -3.12344 -8.84706 -0.39904  -0.32
113 C -3.48740 -8.16884 -1.57655  -0.54
114 C -2.97149 -6.73320 -1.53615  -0.49
115 O -4.08983 -5.99316 -1.01550  -0.39
116 C -3.66385 -4.81746 -0.31107  -0.51
117 H -3.69729 -10.62510 -1.22270  0.34
118 H -3.34077 -10.71419 0.51756  0.23
119 H -2.02074 -10.53066 -0.67056  0.26
120 H -4.56826 -8.07563 -1.69173  0.27
121 H -3.02876 -8.66536 -2.44078  0.40
122 H -2.65043 -6.43729 -2.53858  0.32
123 H -2.08856 -6.61802 -0.90455  0.38
124 H -2.82983 -4.42002 -0.88598  0.06
125 H -3.32633 -5.19484 0.66326  0.41
126 H -4.52400 -4.18879 -0.09619  0.31
127 C 8.73328 -1.69440 3.47336  -0.56
128 O 9.50436 -1.14246 2.45517  -0.39
129 C 9.04054 0.12357 2.00444  -0.62
130 C 7.69361 0.18367 1.25777  -0.16
131 O 6.63147 -0.14345 2.13941  -0.25
132 C 5.39993 -0.43769 1.57987  -0.02
133 H 8.70149 -1.05637 4.36456  0.26
134 H 9.09106 -2.70593 3.69622  0.34
135 H 7.70035 -1.95001 3.20345  0.14
136 H 9.76363 0.43435 1.24779  0.27
137 H 9.12974 0.82739 2.83667  0.38
138 H 7.72947 -0.34582 0.30140  0.34
139 H 7.46814 1.22898 1.02216  0.13
140 H 4.97777 0.27354 0.85130  0.10
141 H 4.60042 -0.38840 2.32136  -0.49
142 H 5.43945 -1.38856 1.03228  0.46
143 C 0.85983 -2.28707 -5.22621  -0.40
144 O 2.11758 -2.56370 -4.71644  -0.50
145 C 2.28391 -2.12572 -3.38845  0.81
146 C 3.67131 -2.35634 -2.82595  -0.50
147 O 4.62841 -1.32950 -3.06452  -0.51
148 C 4.24465 -0.14211 -2.39978  -0.12
149 H 0.04580 -2.51543 -4.52560  0.09
150 H 0.63399 -2.80034 -6.16253  0.33
151 H 0.72038 -1.22476 -5.47974  0.17
152 H 1.54221 -2.51951 -2.67357  -0.04
153 H 1.93070 -1.08989 -3.32388  -0.31
154 H 4.08545 -3.27591 -3.24329  0.33
155 H 3.66348 -2.48360 -1.73847  0.26
156 H 4.22018 -0.31633 -1.31770  0.00
157 H 3.25656 0.21214 -2.69359  0.02
158 H 4.93486 0.69319 -2.51888  0.35